Record 1
The following is a DFT calculation (ωB97M-V/def2-TZVPD) of a single C6H8N2O molecule in a non-equilibrium geometry.

Geometry (Å):
C (-0.069, 1.316, 1.372)
C (-0.687, 0.002, 1.055)
N (-1.438, 0.050, -0.285)
C (-0.797, 0.001, -1.494)
O (-1.446, 0.226, -2.521)
N (0.500, -0.225, -1.643)
C (1.375, -0.631, -0.625)
C (1.146, -1.867, 0.177)
C (0.359, -0.972, 0.746)
H (-0.736, 2.192, 1.811)
H (0.531, 1.719, 0.466)
H (0.632, 1.002, 2.175)
H (-1.352, -0.280, 1.745)
H (-2.425, 0.517, -0.258)
H (0.748, -0.206, -2.635)
H (2.275, -0.023, -0.384)
H (1.385, -2.821, 0.298)

The spin multiplicity is 1. Its total charge is 0. The value obtained for the HOMO-LUMO gap is 9.541 eV.

Record 2
The following is a DFT calculation (ωB97M-V/def2-TZVPD) of 2 unconnected molecules or ions with the total composition C6H8N2O in a non-equilibrium geometry.

Geometry (Å):
C (-1.975, 1.228, -0.842)
N (-2.632, 0.408, -0.370)
O (-3.384, -0.374, 0.105)
H (-0.938, 1.694, -0.852)
C (1.530, 2.931, -0.018)
N (0.905, 1.845, 0.003)
C (1.062, 0.686, 0.671)
C (0.376, -0.405, 0.381)
C (-0.211, -1.571, 0.450)
C (0.216, -2.819, -0.353)
H (1.149, 3.601, -0.668)
H (2.265, 3.153, 0.761)
H (1.829, 0.642, 1.365)
H (-1.078, -1.893, 1.071)
H (0.299, -3.571, 0.299)
H (1.116, -2.531, -1.019)
H (-0.531, -3.022, -0.985)

The spin multiplicity is 1. Its total charge is 0. The value obtained for the HOMO-LUMO gap is 9.511 eV.

Record 3
The following is a DFT calculation (ωB97M-V/def2-TZVPD) of a single C6H8N2O molecule in a non-equilibrium geometry.

Geometry (Å):
N (0.373, 2.998, 0.595)
C (-0.068, 2.270, -0.281)
C (-0.629, 1.339, -1.006)
C (-1.127, 0.073, -0.376)
C (-0.106, -0.517, 0.620)
C (1.249, -1.135, 0.154)
C (2.267, -0.139, 0.089)
N (2.661, 1.035, 0.309)
O (3.605, -0.045, -0.245)
H (1.323, 2.943, 0.948)
H (-0.885, 1.535, -2.068)
H (-1.443, -0.597, -1.222)
H (-1.993, 0.299, 0.311)
H (0.074, 0.219, 1.546)
H (-0.563, -1.418, 0.969)
H (1.478, -1.979, 0.875)
H (1.081, -1.584, -0.924)

The spin multiplicity is 1. Its total charge is 0. The value obtained for the HOMO-LUMO gap is 9.287 eV.

Record 4
The following is a DFT calculation (ωB97M-V/def2-TZVPD) of a molecular structure, C6H8N2O in a non-equilibrium geometry.

Geometry (Å):
N (-1.423, 1.673, 1.169)
C (-1.510, 0.386, 0.788)
C (-0.335, -0.149, 0.012)
C (1.140, 0.235, 0.370)
C (1.334, -1.100, -0.407)
N (0.035, -1.594, 0.189)
C (0.843, -0.700, -1.801)
C (-0.290, -0.047, -1.521)
H (1.549, 1.163, -0.050)
H (1.351, 0.148, 1.444)
H (2.222, -1.731, -0.304)
H (0.181, -1.755, 1.188)
H (1.320, -0.913, -2.754)
H (-1.014, 0.448, -2.166)
O (-2.392, -0.353, 1.220)
H (-1.426, 2.397, 0.464)
H (-1.584, 1.892, 2.158)

The spin multiplicity is 1. Its total charge is 0. The value obtained for the HOMO-LUMO gap is 9.938 eV.

Record 5
The following is a DFT calculation (ωB97M-V/def2-TZVPD) of a single C6H8N2O molecule in a non-equilibrium geometry.

Geometry (Å):
C (1.376, -0.807, 0.083)
C (1.645, 0.587, 0.062)
C (-1.490, 0.380, 0.959)
C (1.401, -2.058, 0.244)
C (2.911, 1.121, 0.011)
C (-3.189, -0.291, -0.565)
N (-0.692, 0.795, 0.192)
N (0.543, 1.383, 0.341)
O (-2.605, -0.208, 0.774)
H (1.271, -2.378, 1.227)
H (1.034, -2.669, -0.549)
H (3.133, 2.235, 0.122)
H (3.678, 0.484, -0.205)
H (-3.333, -1.336, -0.774)
H (-2.260, 0.091, -1.201)
H (-4.046, 0.320, -0.652)
H (0.624, 2.351, -0.067)

The spin multiplicity is 1. Its total charge is 0. The value obtained for the HOMO-LUMO gap (alpha / beta) is 7.152 / 7.221 eV.

Record 6
The following is a DFT calculation (ωB97M-V/def2-TZVPD) of a single C6H8N2O2 molecule in a non-equilibrium geometry.

Geometry (Å):
N (-1.683, -4.269, -3.028)
C (-0.638, -4.200, -2.540)
C (0.685, -4.133, -1.903)
C (0.628, -3.528, -0.515)
C (1.092, -4.194, 0.551)
C (1.464, -3.479, 1.814)
O (0.914, -3.689, 2.873)
O (2.871, -2.850, 1.884)
C (0.325, -2.052, -0.442)
N (0.976, -1.422, 0.683)
H (1.335, -3.528, -2.556)
H (1.104, -5.148, -1.875)
H (1.487, -5.209, 0.465)
H (3.373, -3.104, 1.100)
H (-0.766, -1.945, -0.325)
H (0.582, -1.604, -1.418)
H (0.513, -0.590, 1.027)
H (2.149, -1.373, 0.776)

The spin multiplicity is 1. Its total charge is 0. The value obtained for the HOMO-LUMO gap is 9.918 eV.

Record 7
The following is a DFT calculation (ωB97M-V/def2-TZVPD) of 2 unconnected molecules or ions with the total composition C6H8N2O2 in a non-equilibrium geometry.

Geometry (Å):
O (1.800, 0.536, -0.395)
C (0.813, 1.229, -0.269)
C (-0.620, 0.843, -0.351)
C (-1.567, 1.826, -0.396)
N (-1.317, 3.145, -0.158)
C (-0.024, 3.521, -0.059)
O (0.253, 4.710, -0.251)
N (0.958, 2.568, 0.091)
H (-1.020, -0.134, -0.524)
H (-2.663, 1.654, -0.735)
H (-2.054, 3.878, -0.809)
H (1.957, 2.838, 0.118)
C (0.113, -4.929, 0.326)
C (0.836, -3.973, 0.900)
H (0.309, -5.830, 0.945)
H (-0.451, -4.830, -0.560)
H (1.492, -4.073, 1.825)
H (1.185, -2.978, 0.303)

The spin multiplicity is 1. Its total charge is 0. The value obtained for the HOMO-LUMO gap is 9.726 eV.

Record 8
The following is a DFT calculation (ωB97M-V/def2-TZVPD) of 2 unconnected molecules or ions with the total composition C6H8N2O2 in a non-equilibrium geometry.

Geometry (Å):
C (2.017, -1.962, 2.307)
C (1.512, -1.351, 1.393)
C (0.897, -0.654, 0.301)
C (1.340, 0.519, -0.183)
C (0.614, 1.166, -1.322)
N (-0.782, 0.728, -1.334)
C (-1.168, -0.558, -0.995)
O (-2.156, -1.102, -1.478)
N (-0.237, -1.262, -0.263)
H (2.462, -2.525, 3.109)
H (2.201, 1.012, 0.264)
H (1.110, 0.922, -2.279)
H (0.632, 2.258, -1.219)
H (-1.371, 1.136, -2.050)
H (-0.538, -2.165, 0.078)
O (-2.545, 1.111, 1.214)
H (-2.080, 1.664, 0.520)
H (-1.910, 1.064, 1.937)

The spin multiplicity is 1. Its total charge is 0. The value obtained for the HOMO-LUMO gap is 9.393 eV.

Record 9
The following is a DFT calculation (ωB97M-V/def2-TZVPD) of a single C6H8N2O2 molecule in a non-equilibrium geometry.

Geometry (Å):
N (-1.884, -0.717, -3.186)
C (-1.800, -0.356, -2.091)
C (-1.666, 0.128, -0.710)
C (-0.304, -0.208, -0.130)
C (0.899, 0.518, -0.716)
C (1.871, 0.578, 0.455)
O (3.052, 0.351, 0.316)
O (1.527, 1.418, 1.815)
C (-0.104, -1.449, 0.645)
N (-0.107, -0.158, 1.330)
H (-2.462, -0.332, -0.107)
H (-1.827, 1.216, -0.711)
H (0.649, 1.557, -0.982)
H (1.315, -0.018, -1.577)
H (1.217, 0.652, 2.373)
H (-0.971, -2.090, 0.807)
H (0.852, -1.974, 0.597)
H (-0.259, 0.881, 1.872)

The spin multiplicity is 1. Its total charge is 0. The value obtained for the HOMO-LUMO gap is 9.685 eV.

Record 10
The following is a DFT calculation (ωB97M-V/def2-TZVPD) of 2 unconnected molecules or ions with the total composition C6H8N2O2 in a non-equilibrium geometry.

Geometry (Å):
N (-0.152, 1.491, 0.160)
C (-0.797, 1.066, 1.024)
C (-1.603, 0.440, 2.122)
C (-3.080, 0.533, 1.794)
C (-3.551, -0.686, 1.500)
C (-4.941, -0.967, 1.127)
O (-5.346, -2.077, 0.846)
C (-2.462, -1.718, 1.588)
N (-1.413, -0.985, 2.286)
H (-1.349, 0.999, 3.038)
H (-3.639, 1.467, 1.799)
H (-5.613, -0.082, 1.073)
H (-2.774, -2.608, 2.155)
H (-2.185, -2.058, 0.572)
H (-0.468, -1.343, 2.174)
O (1.357, -2.059, 1.720)
H (2.000, -2.680, 1.365)
H (1.857, -1.452, 2.299)

The spin multiplicity is 1. Its total charge is 0. The value obtained for the HOMO-LUMO gap is 9.332 eV.

Record 11
The following is a DFT calculation (ωB97M-V/def2-TZVPD) of 2 unconnected molecules or ions with the total composition C6H8N2O2S in a non-equilibrium geometry.

Geometry (Å):
C (-2.917, -0.696, -0.961)
C (-2.432, 0.383, -0.236)
C (-2.060, -1.710, -1.365)
C (-1.094, 0.456, 0.092)
C (-0.722, -1.655, -1.040)
C (-0.231, -0.569, -0.308)
N (1.106, -0.448, 0.058)
N (1.884, -1.341, -0.352)
O (1.771, 1.914, 1.289)
O (4.292, 1.670, 1.345)
S (3.148, 1.968, 2.188)
H (-3.966, -0.746, -1.213)
H (-3.104, 1.170, 0.073)
H (-2.440, -2.546, -1.936)
H (-0.699, 1.293, 0.646)
H (-0.035, -2.432, -1.335)
H (1.584, 1.025, 0.892)
H (2.840, -1.141, -0.027)
H (3.076, 3.406, 2.190)

The spin multiplicity is 1. Its total charge is 0. The value obtained for the HOMO-LUMO gap is 8.720 eV.

Record 12
The following is a DFT calculation (ωB97M-V/def2-TZVPD) of a single C6H8N2O2S molecule in a non-equilibrium geometry.

Geometry (Å):
C (-0.044, -0.026, -0.266)
C (-0.955, 1.132, 0.030)
C (-2.860, -0.483, 0.062)
C (2.319, -1.304, -0.407)
C (-0.633, -1.226, -0.239)
C (2.106, 1.537, 0.401)
N (-2.296, 0.794, 0.087)
N (-2.001, -1.465, -0.184)
O (-0.577, 2.273, 0.266)
O (-4.075, -0.640, 0.148)
S (1.698, 0.165, -0.787)
H (2.558, -1.684, 0.563)
H (3.175, -1.666, -1.159)
H (0.156, -2.124, -0.383)
H (3.147, 1.537, 0.538)
H (1.725, 2.569, -0.077)
H (1.611, 1.469, 1.304)
H (-2.805, 1.528, 0.448)
H (-2.249, -2.385, -0.345)

The spin multiplicity is 1. Its total charge is 0. The value obtained for the HOMO-LUMO gap is 8.523 eV.

Record 13
The following is a DFT calculation (ωB97M-V/def2-TZVPD) of a single C6H8N2O3S molecule in a non-equilibrium geometry.

Geometry (Å):
C (-1.077, 1.192, -0.795)
C (2.671, 0.046, -0.452)
C (-2.051, -0.025, -1.115)
C (0.705, -0.623, 1.214)
C (-0.712, -0.779, -1.307)
C (1.389, 0.366, 0.317)
N (0.039, 0.403, -1.220)
N (1.250, 1.654, 0.731)
O (2.706, -1.260, -0.871)
O (-1.235, 2.249, -0.281)
O (3.532, 0.822, -0.705)
S (-0.223, -1.827, 0.184)
H (-2.607, -0.440, -0.240)
H (-2.736, -0.028, -1.868)
H (1.522, -1.265, 1.712)
H (0.039, -0.311, 1.925)
H (-0.529, -1.359, -2.230)
H (1.709, 2.444, 0.378)
H (0.389, 2.000, 1.014)
H (1.923, -1.844, -0.611)

The spin multiplicity is 1. Its total charge is 0. The value obtained for the HOMO-LUMO gap is 8.892 eV.

Record 14
The following is a DFT calculation (ωB97M-V/def2-TZVPD) of a single C6H8N2S molecule in a non-equilibrium geometry.

Geometry (Å):
N (-3.956, -0.211, 0.437)
C (-2.953, -0.085, -0.263)
C (-1.747, -0.064, -0.766)
C (-0.521, 0.164, 0.291)
C (0.267, -1.199, 0.343)
N (1.698, -0.743, 0.201)
C (1.868, 0.625, 0.091)
C (0.668, 1.151, 0.144)
S (0.157, 2.888, 0.006)
H (-4.666, 0.406, 0.771)
H (-1.375, -0.027, -1.733)
H (-1.110, 0.333, 1.119)
H (0.259, -1.795, 1.263)
H (0.103, -1.753, -0.526)
H (2.457, -1.164, 0.647)
H (2.865, 1.008, 0.033)
H (-1.123, 2.583, 0.318)

The spin multiplicity is 1. Its total charge is 0. The value obtained for the HOMO-LUMO gap is 8.041 eV.